A cluster of 4 separate species, C38H70F7N5O12S in total. Source: OMol25; level of theory: ωB97M-V with the def2-TZVPD basis set.

Results
**Structure (SMILES)**: CCC(=O)OCC[C@@H]1OC(=O)O[C@]1(CCCCCCCSc1nnco1)C(F)(F)C(F)(F)C(F)(F)F.COCCNCCOC.COCCNCCOC.COCCNCCOC
**Electronic energy**: -102413.9205 eV
**E_LUMO**: 0.46 eV

Last columns: bonded neighbours and bond lengths (Å).
Geometry (Å):
1 C 7.488 -7.141 0.196  C2 1.541, H37 1.082, H38 1.083, H39 1.078
2 C 8.313 -6.032 -0.486  C1 1.541, C3 1.508, H40 1.085, H41 1.083
3 C 7.701 -5.570 -1.784  C2 1.508, O4 1.212, O5 1.382
4 O 6.897 -6.228 -2.409  C3 1.212
5 O 8.088 -4.341 -2.284  C3 1.382, C6 1.421
6 C 7.771 -3.234 -1.452  O5 1.421, C7 1.547, H42 1.084, H43 1.081
7 C 6.242 -3.048 -1.303  C6 1.547, C8 1.506, H44 1.083, H45 1.082
8 C 5.828 -1.675 -1.762  C7 1.506, O9 1.440, C13 1.542, H46 1.090
9 O 6.642 -0.597 -1.263  C8 1.440, C10 1.372
10 C 6.023 0.480 -1.844  O9 1.372, O11 1.201, O12 1.364
11 O 6.539 1.414 -2.395  C10 1.201
12 O 4.681 0.280 -1.702  C10 1.364, C13 1.446
13 C 4.412 -1.125 -1.496  C8 1.542, O12 1.446, C14 1.547, C27 1.520
14 C 3.522 -1.525 -2.697  C13 1.547, C15 1.564, H47 1.081, H48 1.079
15 C 3.125 -3.031 -2.836  C14 1.564, C16 1.542, H49 1.083, H50 1.082
16 C 1.596 -3.227 -2.801  C15 1.542, C17 1.535, H51 1.087, H52 1.085
17 C 1.015 -3.490 -1.405  C16 1.535, C18 1.532, H53 1.085, H54 1.083
18 C -0.235 -4.367 -1.540  C17 1.532, C19 1.542, H55 1.085, H56 1.089
19 C -1.215 -4.244 -0.356  C18 1.542, C20 1.526, H57 1.086, H58 1.083
20 C -1.517 -5.567 0.341  C19 1.526, S21 1.834, H59 1.083, H60 1.084
21 S -2.828 -6.564 -0.465  C20 1.834, C22 1.751
22 C -2.898 -5.902 -2.084  S21 1.751, N23 1.268, O26 1.346
23 N -2.202 -6.393 -3.023  C22 1.268, N24 1.386
24 N -2.475 -5.631 -4.149  N23 1.386, C25 1.248
25 C -3.304 -4.768 -3.796  N24 1.248, O26 1.341, H61 1.069
26 O -3.637 -4.858 -2.500  C22 1.346, C25 1.341
27 C 3.863 -1.307 -0.090  C13 1.520, F28 1.347, F29 1.340, C30 1.550
28 F 4.831 -0.957 0.778  C27 1.347
29 F 3.615 -2.605 0.132  C27 1.340
30 C 2.649 -0.413 0.273  C27 1.550, F31 1.333, F32 1.333, C33 1.552
31 F 3.124 0.801 0.551  C30 1.333
32 F 1.786 -0.274 -0.732  C30 1.333
33 C 1.868 -0.864 1.537  C30 1.552, F34 1.312, F35 1.341, F36 1.319
34 F 2.588 -0.673 2.618  C33 1.312
35 F 0.790 -0.073 1.627  C33 1.341
36 F 1.437 -2.108 1.464  C33 1.319
37 H 6.502 -7.191 -0.244  C1 1.082
38 H 7.371 -6.883 1.241  C1 1.083
39 H 8.007 -8.080 0.090  C1 1.078
40 H 9.320 -6.367 -0.713  C2 1.085
41 H 8.381 -5.193 0.196  C2 1.083
42 H 8.208 -3.303 -0.463  C6 1.084
43 H 8.201 -2.364 -1.929  C6 1.081
44 H 5.981 -3.266 -0.274  C7 1.083
45 H 5.796 -3.747 -1.997  C7 1.082
46 H 6.069 -1.672 -2.824  C8 1.090
47 H 2.616 -0.939 -2.764  C14 1.081
48 H 4.112 -1.271 -3.564  C14 1.079
49 H 3.465 -3.372 -3.806  C15 1.083
50 H 3.566 -3.667 -2.080  C15 1.082
51 H 1.384 -4.125 -3.376  C16 1.087
52 H 1.071 -2.408 -3.281  C16 1.085
53 H 1.740 -4.053 -0.828  C17 1.085
54 H 0.775 -2.556 -0.913  C17 1.083
55 H 0.036 -5.400 -1.732  C18 1.085
56 H -0.762 -4.026 -2.430  C18 1.089
57 H -0.814 -3.566 0.391  C19 1.086
58 H -2.159 -3.834 -0.693  C19 1.083
59 H -0.629 -6.177 0.448  C20 1.083
60 H -1.892 -5.346 1.334  C20 1.084
61 H -3.707 -4.017 -4.441  C25 1.069
62 C -2.203 -1.240 0.481  O63 1.416, H71 1.090, H72 1.095, H73 1.091
63 O -2.906 -2.293 1.115  C62 1.416, C64 1.423
64 C -3.307 -2.011 2.451  O63 1.423, C65 1.514, H74 1.094, H75 1.094
65 C -4.808 -1.838 2.546  C64 1.514, N66 1.457, H76 1.094, H77 1.098
66 N -5.247 -0.610 1.897  C65 1.457, C67 1.466, H78 1.011
67 C -6.697 -0.504 1.712  N66 1.466, C68 1.526, H79 1.087, H80 1.092
68 C -7.391 -1.550 0.845  C67 1.526, O69 1.418, H81 1.093, H82 1.097
69 O -7.068 -1.486 -0.534  C68 1.418, C70 1.416
70 C -5.872 -2.144 -0.910  O69 1.416, H83 1.093, H84 1.094, H85 1.091
71 H -1.784 -1.636 -0.444  C62 1.090
72 H -2.863 -0.404 0.227  C62 1.095
73 H -1.384 -0.881 1.106  C62 1.091
74 H -2.778 -1.141 2.850  C64 1.094
75 H -3.022 -2.877 3.057  C64 1.094
76 H -5.097 -1.807 3.601  C65 1.094
77 H -5.267 -2.728 2.095  C65 1.098
78 H -4.806 -0.544 0.990  N66 1.011
79 H -6.885 0.469 1.266  C67 1.087
80 H -7.173 -0.496 2.695  C67 1.092
81 H -8.463 -1.346 0.901  C68 1.093
82 H -7.256 -2.571 1.223  C68 1.097
83 H -5.681 -3.030 -0.301  C70 1.093
84 H -5.014 -1.466 -0.862  C70 1.094
85 H -5.981 -2.457 -1.949  C70 1.091
86 C 7.330 8.620 0.274  O87 1.414, H95 1.089, H96 1.095, H97 1.094
87 O 7.802 7.736 -0.724  C86 1.414, C88 1.423
88 C 8.619 6.679 -0.235  O87 1.423, C89 1.515, H98 1.094, H99 1.094
89 C 7.908 5.343 -0.320  C88 1.515, N90 1.458, H100 1.094, H101 1.097
90 N 6.814 5.257 0.640  C89 1.458, C91 1.462, H102 1.011
91 C 5.925 4.113 0.442  N90 1.462, C92 1.526, H103 1.093, H104 1.095
92 C 5.154 4.008 -0.871  C91 1.526, O93 1.418, H105 1.093, H106 1.095
93 O 4.149 4.992 -1.044  C92 1.418, C94 1.415
94 C 4.597 6.239 -1.541  O93 1.415, H107 1.093, H108 1.093, H109 1.091
95 H 6.894 9.481 -0.229  C86 1.089
96 H 6.556 8.157 0.896  C86 1.095
97 H 8.146 8.968 0.914  C86 1.094
98 H 8.963 6.881 0.783  C88 1.094
99 H 9.501 6.639 -0.880  C88 1.094
100 H 8.627 4.545 -0.111  C89 1.094
101 H 7.560 5.223 -1.353  C89 1.097
102 H 6.263 6.102 0.587  N90 1.011
103 H 5.191 4.141 1.252  C91 1.093
104 H 6.509 3.197 0.577  C91 1.095
105 H 4.623 3.052 -0.853  C92 1.093
106 H 5.813 3.970 -1.745  C92 1.095
107 H 5.438 6.127 -2.229  C94 1.093
108 H 4.869 6.916 -0.727  C94 1.093
109 H 3.767 6.695 -2.081  C94 1.091
110 C -11.678 5.416 1.393  O111 1.414, H119 1.089, H120 1.095, H121 1.094
111 O -10.336 5.591 0.980  C110 1.414, C112 1.423
112 C -9.539 6.351 1.880  O111 1.423, C113 1.515, H122 1.094, H123 1.094
113 C -8.517 5.482 2.584  C112 1.515, N114 1.458, H124 1.094, H125 1.098
114 N -9.148 4.577 3.537  C113 1.458, C115 1.462, H126 1.011
115 C -8.267 3.535 4.061  N114 1.462, C116 1.527, H127 1.093, H128 1.095
116 C -7.663 2.531 3.083  C115 1.527, O117 1.416, H129 1.094, H130 1.097
117 O -8.596 1.639 2.501  C116 1.416, C118 1.417
118 C -9.293 2.143 1.374  O117 1.417, H131 1.092, H132 1.093, H133 1.091
119 H -12.229 5.001 0.551  C110 1.089
120 H -11.759 4.719 2.234  C110 1.095
121 H -12.135 6.370 1.671  C110 1.094
122 H -10.158 6.896 2.598  C112 1.094
123 H -9.003 7.090 1.278  C112 1.094
124 H -7.812 6.126 3.119  C113 1.094
125 H -7.960 4.940 1.809  C113 1.098
126 H -9.939 4.132 3.092  N114 1.011
127 H -8.849 2.970 4.794  C115 1.093
128 H -7.453 4.019 4.610  C115 1.095
129 H -6.979 1.900 3.657  C116 1.094
130 H -7.055 3.010 2.307  C116 1.097
131 H -8.679 2.828 0.785  C118 1.092
132 H -10.224 2.634 1.670  C118 1.093
133 H -9.560 1.292 0.746  C118 1.091